1.
{
  "formula": "C14H48N3O8",
  "method": "ωB97M-V/def2-TZVPD",
  "elements": ["O", "H", "H", "H", "O", "H", "H", "H", "C", "C", "O", "H", "H", "H", "H", "H", "C", "C", "C", "O", "C", "N", "H", "H", "H", "H", "H", "H", "H", "H", "H", "H", "H", "C", "C", "C", "O", "C", "N", "H", "H", "H", "H", "H", "H", "H", "H", "H", "H", "H", "C", "C", "C", "O", "C", "N", "H", "H", "H", "H", "H", "H", "H", "H", "H", "H", "H", "O", "H", "H", "O", "H", "H"],
  "xyz": [[4.19382, 12.40953, 19.69213], [3.76155, 11.61359, 20.04449], [3.58540, 12.79634, 19.03289], [5.09652, 12.09250, 19.29553], [6.41618, 9.06468, 20.20317], [6.90759, 8.91913, 21.03432], [6.64560, 9.97199, 19.73785], [5.48136, 8.87119, 20.36652], [8.76379, 10.76746, 18.22523], [7.71433, 11.85922, 18.38593], [6.51744, 11.39866, 18.98438], [9.61668, 11.27233, 17.75944], [8.60435, 9.95854, 17.50631], [9.02756, 10.31791, 19.18400], [7.47575, 12.38278, 17.45244], [8.20115, 12.66566, 18.95124], [14.76059, 16.47044, 17.28362], [15.16504, 15.10027, 16.73145], [14.09051, 14.23528, 16.12543], [13.21041, 13.88664, 17.17502], [12.20496, 12.99026, 16.79165], [16.39455, 15.24683, 15.93683], [15.51218, 16.68513, 18.04269], [13.82322, 16.46160, 17.83472], [14.77341, 17.14851, 16.43105], [15.52855, 14.48228, 17.56225], [14.52031, 13.31502, 15.70293], [13.54449, 14.71024, 15.29607], [12.65926, 11.99157, 16.79556], [11.71059, 13.26718, 15.85470], [11.42635, 13.00620, 17.55870], [16.33359, 16.03553, 15.30061], [16.54968, 14.42703, 15.36088], [12.02344, 8.70541, 19.59029], [12.97823, 8.52438, 20.79268], [12.35457, 7.69815, 21.91492], [11.32791, 8.43883, 22.52663], [10.95975, 7.87753, 23.77972], [14.26174, 7.94538, 20.44576], [12.49695, 9.20510, 18.74566], [11.16074, 9.28589, 19.92603], [11.65768, 7.72386, 19.26878], [13.04553, 9.57133, 21.10122], [13.15778, 7.45390, 22.62069], [12.00934, 6.71709, 21.55176], [11.83431, 7.77348, 24.42936], [10.52540, 6.89618, 23.56884], [10.28031, 8.52941, 24.32372], [14.20202, 7.02547, 20.01702], [14.63039, 8.49126, 19.66972], [11.05910, 12.21003, 21.30072], [10.99183, 13.71143, 21.50373], [10.52585, 14.49966, 20.30012], [10.55160, 15.89242, 20.45884], [11.78355, 16.59668, 20.46067], [10.13919, 13.86994, 22.72165], [11.43345, 11.70134, 22.18822], [11.80395, 11.91730, 20.54594], [10.14637, 11.71274, 20.95655], [11.98620, 13.96215, 21.88609], [9.53741, 14.19558, 19.94824], [11.21788, 14.21778, 19.48858], [11.44698, 17.57529, 20.79622], [12.25594, 16.73096, 19.48287], [12.52680, 16.15045, 21.12442], [9.83223, 14.84573, 22.64578], [9.26491, 13.40978, 22.45820], [4.38283, 10.86853, 17.00004], [3.84490, 10.11784, 17.27221], [5.26512, 10.69936, 17.37096], [7.11149, 12.36199, 21.85016], [6.89709, 11.98199, 20.98774], [6.86236, 13.28967, 21.77913]],
  "forces_ev_per_a": [[-0.80, -0.03, 0.37], [-0.14, 0.18, 0.13], [0.31, -0.02, -0.26], [2.02, -0.36, -0.83], [0.36, -1.07, 0.78], [0.16, 0.08, -0.13], [-0.38, 2.16, -1.17], [-0.05, 0.15, -0.20], [0.22, 0.38, -0.83], [0.18, 0.31, -0.32], [-1.32, -1.35, 1.58], [0.35, -0.09, 0.58], [-0.80, 0.04, 0.12], [0.25, 0.20, 0.04], [0.00, -0.49, -0.28], [-0.23, -0.20, 0.50], [0.41, -1.07, 0.01], [1.17, -0.62, 0.83], [-0.44, -0.10, -0.43], [-0.30, 0.66, 0.07], [0.06, -0.20, 0.54], [-0.46, 0.29, -0.50], [0.17, 0.61, -0.34], [-0.26, -0.07, -0.44], [-0.18, 0.49, 0.37], [-0.39, 0.13, 0.29], [0.22, 0.04, 0.05], [-0.05, 0.19, 0.11], [-0.41, -0.16, -0.53], [0.29, -0.19, -0.18], [0.12, 0.01, 0.09], [-0.05, -0.02, -0.02], [0.10, -0.03, 0.08], [-0.37, -0.85, 0.48], [-1.18, 0.05, -0.88], [0.68, 0.18, -0.11], [-0.27, 0.25, 0.38], [0.39, -0.15, -0.35], [0.60, 0.48, -0.61], [0.08, 0.07, 0.08], [-0.02, 0.06, -0.15], [0.01, 0.06, -0.21], [0.88, -0.26, 0.72], [-0.04, 0.24, 0.17], [-0.27, 0.12, -0.18], [0.08, -0.20, -0.10], [-0.16, -0.08, 0.49], [-0.26, 0.07, -0.40], [-0.49, -0.16, 0.37], [0.28, 0.15, 0.28], [0.98, -0.84, -1.19], [-0.40, -1.16, 1.95], [1.87, -0.35, -0.87], [-0.78, 0.03, 0.07], [-0.36, 0.03, 0.14], [-0.86, 1.06, -1.28], [-0.39, 0.17, 0.27], [-0.04, 0.34, -0.14], [-0.30, 0.34, 0.29], [0.09, 0.56, -0.70], [-0.21, 0.15, 0.39], [-0.06, 0.06, -0.14], [0.59, 0.13, 0.21], [-0.31, -0.36, -0.22], [-0.09, 0.11, 0.19], [0.26, 0.09, 0.66], [0.03, -0.38, 0.38], [-0.06, 0.05, 0.53], [0.00, -0.11, -0.32], [0.00, 0.17, -0.03], [-0.21, -0.19, 0.01], [0.14, 0.20, -0.33], [0.05, 0.02, 0.07]],
  "lowdin_charge": [0.26, 0.16, 0.18, 0.10, 0.26, 0.18, 0.10, 0.16, -0.08, -0.35, -0.36, 0.07, 0.08, 0.05, 0.12, 0.09, -0.04, -0.45, -0.22, -0.20, -0.12, 0.03, 0.08, 0.05, 0.08, 0.13, 0.12, 0.13, 0.09, 0.09, 0.06, 0.06, 0.07, -0.07, -0.44, -0.23, -0.20, -0.10, 0.04, 0.07, 0.05, 0.08, 0.13, 0.12, 0.13, 0.09, 0.09, 0.08, 0.08, 0.07, -0.08, -0.42, -0.21, -0.19, -0.08, 0.04, 0.08, 0.07, 0.06, 0.14, 0.11, 0.11, 0.09, 0.07, 0.09, 0.07, 0.03, -0.05, 0.04, 0.01, -0.05, -0.02, 0.05],
  "multiplicity": 1,
  "charge": 1,
  "lumo_energy_ev": -4.53,
  "max_force_ha_per_bohr": 0.04833,
  "e_homo_ev": -10.67,
  "relative_energy_kcal_mol": 30.67
}

2.
{
  "formula": "C14H50N20O19PSn2",
  "method": "ωB97M-V/def2-TZVPD",
  "elements": ["Sn", "Sn", "P", "O", "O", "O", "O", "C", "O", "O", "O", "C", "O", "N", "N", "H", "H", "H", "H", "C", "O", "N", "N", "H", "H", "H", "H", "C", "O", "N", "N", "H", "H", "H", "H", "C", "O", "N", "N", "H", "H", "H", "H", "C", "O", "N", "N", "H", "H", "H", "H", "C", "O", "N", "N", "H", "H", "H", "H", "C", "O", "N", "N", "H", "H", "H", "H", "C", "O", "N", "N", "H", "H", "H", "H", "C", "O", "N", "N", "H", "H", "H", "H", "C", "O", "N", "N", "H", "H", "H", "H", "C", "O", "H", "H", "H", "H", "C", "C", "O", "H", "H", "H", "H", "H", "H"],
  "xyz": [[9.89287, 9.60621, 13.29302], [10.69829, 13.36368, 12.65011], [10.96910, 12.07295, 15.17136], [10.48892, 11.52015, 13.66693], [10.93378, 13.61006, 14.70829], [12.34107, 11.48256, 15.23007], [10.07333, 11.67225, 16.27038], [10.72309, 9.71023, 10.75208], [9.52592, 10.15314, 11.19747], [11.56885, 9.24822, 11.74017], [11.04050, 9.57335, 9.60571], [13.82089, 13.81986, 18.22935], [14.10508, 15.01860, 18.30576], [14.71344, 12.78292, 18.18215], [12.50134, 13.44252, 18.22190], [14.44423, 11.88049, 17.80358], [15.68924, 13.08943, 17.99419], [11.81443, 14.14269, 18.00400], [12.34281, 12.59660, 17.69304], [9.88754, 16.29769, 16.85426], [9.53544, 17.30858, 17.44669], [9.06168, 15.14908, 16.93516], [11.04369, 16.26942, 16.11260], [8.27801, 15.29849, 17.56259], [9.27780, 14.24814, 16.53608], [11.77254, 16.95389, 16.29606], [11.35632, 15.39725, 15.72983], [6.34690, 9.22039, 11.94902], [5.62052, 9.03922, 12.92481], [7.29203, 8.28552, 11.68794], [6.29984, 10.21344, 11.04931], [7.34261, 7.46284, 12.21635], [8.00000, 8.44985, 10.96571], [5.72827, 11.01863, 11.22934], [7.10684, 10.35571, 10.42039], [9.13651, 19.58526, 14.17543], [8.60051, 19.74149, 13.08517], [9.47318, 20.72638, 14.96327], [9.52652, 18.35222, 14.62425], [10.13910, 20.75204, 15.73813], [9.06670, 21.50425, 14.50740], [9.21230, 17.51496, 14.14322], [9.41776, 18.28319, 15.62856], [12.29605, 16.43140, 12.02629], [11.89809, 15.44759, 12.64133], [12.09095, 17.70777, 12.62816], [12.94578, 16.24871, 10.85932], [11.98012, 18.49339, 11.96696], [11.34316, 17.78968, 13.30224], [13.29822, 17.06434, 10.39518], [13.29828, 15.34386, 10.63282], [4.00881, 11.85388, 13.72128], [3.63579, 13.02711, 13.83843], [5.05760, 11.31185, 14.39923], [3.41706, 11.10066, 12.84326], [5.42745, 11.66273, 15.27586], [5.45072, 10.44514, 13.99276], [3.87900, 10.28362, 12.44446], [2.80862, 11.76370, 12.33656], [6.88855, 14.32801, 9.69445], [6.42219, 13.26287, 10.13014], [6.00420, 15.17383, 9.04636], [8.19454, 14.62735, 9.54518], [6.33377, 16.00608, 8.58688], [5.05552, 14.86454, 8.95250], [8.78768, 13.83907, 9.44857], [8.48061, 15.36606, 8.91363], [7.45026, 14.93556, 13.70824], [8.51635, 15.59062, 13.50198], [7.20558, 13.72964, 13.06268], [6.33726, 15.36403, 14.48507], [6.31418, 13.35809, 13.31269], [7.48322, 13.64485, 12.11829], [5.46884, 14.83125, 14.51735], [6.43942, 16.09570, 15.16028], [14.25474, 12.67562, 12.27512], [14.88902, 13.51238, 11.67974], [13.19606, 12.06646, 11.71519], [14.45175, 12.43397, 13.57835], [13.26809, 11.92182, 10.71492], [12.75977, 11.31131, 12.25805], [13.77548, 11.91433, 14.12770], [15.19428, 12.87642, 14.05327], [8.76247, 17.97577, 9.97462], [8.52104, 17.48401, 8.87982], [9.31652, 17.40844, 10.98808], [8.43315, 19.23464, 10.18464], [9.29823, 17.95718, 11.85795], [9.06128, 16.44634, 11.08391], [7.88980, 19.63858, 9.43031], [8.16356, 19.49773, 11.09565], [8.36468, 11.21747, 7.90624], [9.40180, 10.42890, 7.36912], [7.49559, 10.64748, 8.25346], [8.68405, 11.82817, 8.73738], [8.08038, 11.98702, 7.21062], [9.90854, 10.06535, 8.11387], [11.32009, 14.75212, 7.73898], [11.44521, 13.30232, 8.17940], [10.67798, 13.12255, 9.39145], [11.93448, 14.86686, 6.83599], [11.71478, 15.41281, 8.52052], [10.38528, 15.16586, 7.55075], [12.50095, 13.08582, 8.37518], [11.02564, 12.68033, 7.37110], [10.48759, 12.16906, 9.42088]],
  "forces_ev_per_a": [[0.83, -0.61, -1.09], [-0.50, 1.29, -0.56], [1.10, -0.35, -0.24], [-0.70, -0.45, 0.04], [0.09, -0.62, 0.27], [1.03, 0.32, 0.29], [-1.01, 0.58, 0.12], [0.75, -1.67, 3.37], [1.04, -0.08, 0.07], [-2.67, 1.58, 0.03], [-0.14, 0.78, -2.40], [-1.17, 1.75, -0.28], [0.74, -1.06, 0.14], [1.74, 0.36, -0.24], [0.09, -1.17, -0.31], [-0.05, 0.43, 0.08], [-1.34, -0.48, 0.23], [0.22, 0.38, 0.08], [-0.40, -0.25, 0.09], [-0.21, -1.50, 0.11], [-0.22, 0.74, 0.08], [1.11, 1.77, -0.17], [-0.40, -0.35, 0.40], [0.40, -0.35, -0.36], [0.09, -0.04, 0.00], [-0.66, -0.19, 0.15], [-0.01, -0.49, -0.36], [0.87, -1.45, -0.06], [-0.93, 0.61, 0.10], [1.11, 0.82, -1.77], [0.47, 0.73, -0.70], [-0.10, -0.86, 0.82], [-0.50, -0.14, 0.56], [0.06, 0.26, 0.01], [-0.77, 0.01, 0.71], [0.97, 0.41, 0.42], [-0.16, 0.30, -0.16], [-0.43, -2.69, -0.74], [-0.14, 1.06, 0.72], [-0.67, -0.06, -0.71], [0.16, 1.14, 0.19], [-0.37, 0.06, -0.16], [0.51, -0.40, 0.35], [-0.75, 0.37, 1.30], [-0.06, -0.43, 0.70], [0.61, 0.07, -2.46], [-0.35, 2.04, 0.25], [0.42, -0.71, 0.37], [-0.01, -0.76, 0.32], [0.28, -0.13, -0.24], [0.24, -0.52, 0.12], [2.04, 2.22, 2.36], [0.11, 0.45, 0.83], [0.67, -0.79, -0.08], [-1.91, -1.04, -2.74], [-0.35, 0.22, -0.61], [-0.39, 0.43, 0.71], [-0.46, 0.21, 0.22], [0.39, -1.39, -0.32], [-2.36, -0.89, -2.49], [1.07, 0.51, 0.72], [0.77, 0.30, 0.68], [0.26, 0.49, 0.47], [-0.08, 0.04, 0.03], [0.01, 0.09, 0.17], [0.79, -0.80, 0.46], [-0.39, 0.44, 0.25], [-0.11, 1.02, -0.64], [-2.38, -1.12, 0.80], [0.24, 1.33, 2.06], [1.69, -0.70, -0.93], [-0.51, -0.61, -0.33], [0.26, -0.16, -1.00], [0.48, 0.03, -0.19], [0.33, 0.13, 0.04], [0.48, 1.14, 1.66], [1.31, 1.06, -1.61], [-2.12, -1.44, -0.13], [-0.51, -1.13, 0.19], [-0.22, -0.01, 0.27], [0.42, -0.09, -0.70], [-0.26, -0.12, 0.37], [0.53, 0.64, 0.17], [-1.57, 1.02, -2.69], [0.12, -1.46, -1.16], [1.68, -1.80, 3.58], [-0.88, 2.98, -1.05], [-0.08, -0.57, -0.56], [0.35, -0.76, 0.30], [0.25, -0.08, 0.26], [-0.06, 0.55, 1.14], [0.16, 0.12, 0.37], [-0.18, 0.15, 0.03], [-0.03, -0.06, -0.32], [0.24, -0.12, 0.69], [-0.45, -0.06, -0.81], [0.19, -0.18, 0.11], [2.53, -0.13, 0.61], [-1.08, 0.71, -0.20], [0.34, -0.68, -0.63], [-0.09, 0.17, 0.17], [0.25, -0.12, -0.11], [-2.07, 0.03, -0.50], [-0.14, -0.21, -0.17], [0.38, -0.20, 0.43], [0.12, 0.17, 0.33]],
  "lowdin_charge": [1.34, 1.40, 0.00, -0.79, -0.49, -0.36, -0.33, -0.86, -0.30, -0.26, 0.05, -0.68, -0.01, 0.14, 0.16, 0.10, 0.12, 0.08, 0.06, -0.65, -0.03, 0.17, 0.18, 0.10, 0.06, 0.12, 0.05, -0.68, -0.02, 0.14, 0.20, 0.09, 0.10, 0.08, 0.09, -0.60, 0.00, 0.15, 0.16, 0.11, 0.07, 0.07, 0.06, -0.60, -0.15, 0.16, 0.20, 0.10, 0.05, 0.11, 0.09, -0.75, -0.03, 0.16, 0.16, 0.11, 0.06, 0.09, 0.13, -0.63, -0.02, 0.16, 0.19, 0.08, 0.10, 0.05, 0.07, -0.54, -0.08, 0.18, 0.16, 0.05, 0.04, 0.08, 0.08, -0.74, 0.02, 0.14, 0.19, 0.12, 0.08, 0.05, 0.10, -0.76, 0.00, 0.21, 0.17, 0.09, 0.08, 0.12, 0.05, -0.17, -0.11, 0.08, 0.03, 0.08, 0.03, -0.07, -0.26, -0.19, 0.08, 0.06, 0.04, 0.11, 0.12, 0.04],
  "multiplicity": 1,
  "charge": -1,
  "lumo_energy_ev": 2.15,
  "max_force_ha_per_bohr": 0.08455,
  "e_homo_ev": -6.85
}